Record 1
49
Properties=species:S:1:pos:R:3:forces:R:3 method="wB97M-V/def2-TZVPD" e_homo_ev="-4.4 / -4.1" homo_lumo_gap_ha="0.2531 / 0.2337" charge=-1 total_energy_ha=-5244.96081 de_lowest_kcal_mol=46.4 spin_multiplicity=2 largest_force_ev_per_a=4.5
Ir -0.373 -1.403 -0.802 2.81 2.51 2.48
N 0.747 3.859 4.760 0.12 -0.10 -0.07
C 1.028 2.709 4.009 -0.08 0.17 0.07
C 1.031 2.763 2.614 0.00 0.02 -0.05
C 1.364 1.649 1.868 -0.02 -0.09 0.12
C 1.701 0.465 2.521 -0.03 0.37 0.14
C 1.687 0.392 3.905 -0.02 0.05 0.00
C 1.353 1.514 4.647 0.02 -0.08 0.04
S 2.138 -0.938 1.573 0.14 0.16 -0.40
O 2.890 -0.509 0.438 0.19 -0.08 0.08
O 2.677 -1.905 2.482 0.01 -0.21 0.08
N 0.706 -1.461 0.994 -0.93 -0.25 -0.20
C -0.248 -2.038 1.750 0.50 -0.05 0.18
N -1.198 -2.434 0.891 -0.88 -1.08 -1.05
C -2.266 -3.069 1.332 -0.10 -0.05 -0.09
C -2.405 -3.318 2.686 0.12 0.14 0.11
C -1.387 -2.837 3.507 0.00 0.01 0.01
N -0.307 -2.192 3.074 -0.11 -0.13 -0.06
H 0.202 4.558 4.281 -0.03 -0.04 0.00
H 0.418 3.688 5.696 -0.04 -0.01 -0.03
H 0.769 3.688 2.110 0.02 -0.03 0.03
H 1.352 1.677 0.786 0.02 -0.03 0.03
H 1.933 -0.546 4.383 0.00 0.04 -0.01
H 1.344 1.465 5.730 0.01 0.01 -0.02
H -2.997 -3.360 0.587 0.06 0.01 0.00
H -3.266 -3.834 3.082 0.04 0.00 0.02
H -1.450 -2.977 4.582 0.02 0.02 -0.01
Cl 2.640 2.739 -1.378 -0.08 -0.05 -0.13
C 1.689 1.946 -2.604 0.23 0.32 -0.06
C 1.795 2.400 -3.933 0.17 0.16 0.23
C 1.074 1.834 -4.937 -0.14 -0.11 -0.15
Cl 1.239 2.432 -6.580 -0.04 -0.09 0.23
C 0.189 0.764 -4.653 -0.04 0.02 -0.25
C -0.623 0.093 -5.594 0.09 0.12 -0.10
C -1.430 -0.925 -5.183 -0.10 -0.12 0.14
C -1.441 -1.302 -3.823 0.15 0.14 -0.36
N -0.708 -0.682 -2.931 -0.59 -0.75 -0.53
C 0.104 0.331 -3.322 -0.13 -0.25 0.18
C 0.857 0.901 -2.251 -0.14 -0.06 0.36
O 0.690 0.428 -1.059 -0.17 -0.35 -0.94
H 2.465 3.222 -4.151 0.01 -0.03 0.04
H -0.591 0.395 -6.633 0.01 0.00 0.03
H -2.060 -1.456 -5.884 0.02 -0.01 0.01
H -2.050 -2.112 -3.458 -0.02 -0.03 -0.02
Se 0.798 -3.221 -1.711 0.27 -0.14 0.07
O -2.739 -1.900 -1.465 -1.81 0.69 0.32
C -3.044 -0.845 -0.853 0.73 -0.53 -0.33
O -2.193 -0.087 -0.286 -0.11 -0.41 -0.24
H -4.103 -0.559 -0.799 -0.11 0.19 0.11


Record 2
26
Properties=species:S:1:pos:R:3:forces:R:3 method="wB97M-V/def2-TZVPD" e_homo_ev=-8.1 homo_lumo_gap_ha=0.3002 total_energy_ha=-611.04290 de_lowest_kcal_mol=63.0 largest_force_ev_per_a=4.4
C -0.886 2.976 -0.120 0.65 -3.53 2.50
C -1.713 1.744 0.573 -2.25 0.28 -1.12
C -0.799 0.734 1.082 2.81 -1.03 0.79
C -0.125 0.919 2.298 0.27 1.47 0.65
C 1.002 0.193 2.802 -0.18 -2.41 -1.78
C 0.875 -0.996 0.820 -0.76 -0.74 -0.58
C 1.468 -1.988 0.005 0.42 -0.36 -0.47
C 1.041 -2.374 -1.268 -0.16 3.08 1.91
C 0.036 -1.532 -1.874 -1.20 -0.91 2.64
C -0.534 -0.517 -1.056 1.06 -2.04 -2.55
C -0.202 -0.253 0.276 0.51 -0.45 -0.14
H 0.173 1.837 -1.486 -1.02 1.37 0.13
H 0.078 3.453 -1.717 0.71 0.82 -0.84
H -1.681 3.635 -0.111 -0.81 2.52 -0.10
H 0.037 3.156 0.538 -1.68 0.37 -0.43
H -2.353 1.938 1.469 0.62 1.18 -0.66
H -2.565 1.378 -0.169 2.20 0.42 1.08
H -0.345 1.853 2.809 -0.40 -0.17 0.33
H 1.620 0.315 3.757 -1.50 0.27 -1.39
H 2.383 -2.328 0.500 -0.34 -0.71 -0.52
H 1.657 -3.059 -1.754 0.49 -1.27 -1.12
H -0.039 -2.672 -3.373 -1.36 1.21 0.22
H -1.175 0.053 -1.651 -1.56 1.08 -0.15
N -0.476 2.675 -1.463 0.40 -2.04 -0.18
N 1.390 -0.871 2.052 0.61 2.01 1.60
O -0.645 -1.952 -3.021 2.47 -0.44 0.20


Record 3
77
Properties=species:S:1:pos:R:3:forces:R:3 method="wB97M-V/def2-TZVPD" e_homo_ev="-5.6 / -5.6" homo_lumo_gap_ha="0.2480 / 0.2480" charge=-1 total_energy_ha=-4851.31065 de_lowest_kcal_mol=31.4 largest_force_ev_per_a=3.8
Ce 0.419 -0.393 0.058 -0.57 -0.43 0.03
Cl -3.281 -4.143 4.871 0.00 -0.10 0.23
C -2.625 -3.558 3.397 -0.49 0.33 0.00
C -3.129 -3.989 2.183 -0.75 -0.83 0.30
Cl -4.382 -5.171 2.129 -0.33 -0.28 0.43
C -2.645 -3.529 0.992 0.35 0.12 -0.86
Cl -3.263 -4.276 -0.473 0.66 0.79 0.10
C -1.618 -2.569 1.003 -0.70 -0.77 -2.40
O -0.994 -2.104 -0.065 -0.07 0.10 -0.83
C -1.126 -2.108 2.173 2.08 1.09 3.00
O -0.021 -1.325 2.169 -1.30 0.04 -1.36
C -1.662 -2.576 3.376 0.89 0.00 0.57
Cl -0.871 -2.097 4.839 -0.17 0.14 -0.04
C -0.625 3.210 -2.142 1.19 -0.39 0.54
C -0.048 2.027 -2.891 0.82 -0.24 1.06
C 0.077 2.071 -4.242 -0.35 0.41 -0.89
C 0.709 1.013 -4.949 -1.00 0.91 0.47
C 1.145 -0.071 -4.266 0.42 0.65 1.36
C 0.946 -0.123 -2.817 -0.72 1.51 -1.80
N 0.419 0.965 -2.168 -0.41 -0.41 -0.42
N 1.165 -1.181 -2.074 0.69 -0.72 1.11
Si 2.161 -2.552 -2.475 -0.66 -1.20 -0.40
C 2.038 -3.765 -1.023 0.15 -0.46 0.62
C 3.887 -2.031 -3.013 -0.05 -0.82 1.35
C 1.493 -3.567 -3.922 -1.28 0.01 0.44
H -0.566 4.143 -2.725 0.18 -0.38 0.37
H -0.174 3.265 -1.124 0.05 0.28 -0.84
H -1.641 3.011 -1.934 -1.42 -0.18 0.04
H -0.321 2.982 -4.705 0.30 -0.57 -0.27
H 0.760 1.076 -6.025 0.37 -0.01 -0.14
H 1.829 -0.736 -4.737 -0.03 -0.92 -0.25
H 1.859 -4.786 -1.437 0.16 0.64 0.25
H 1.174 -3.543 -0.367 0.17 0.00 -0.50
H 2.885 -3.839 -0.306 -0.25 0.19 -0.68
H 3.934 -1.258 -2.238 1.09 0.31 -0.33
H 3.930 -1.617 -3.999 -0.10 0.46 -0.54
H 4.726 -2.774 -2.913 -0.95 0.72 0.21
H 1.509 -3.084 -4.878 0.23 0.48 -0.60
H 0.474 -4.007 -3.850 0.54 0.29 0.35
H 2.184 -4.383 -3.957 0.53 -0.78 -0.20
N -2.063 0.651 0.666 0.96 1.11 -0.08
C -3.132 1.477 0.048 -0.70 -0.69 0.51
C -3.667 0.857 -1.234 -0.19 -1.32 0.06
C -4.241 -0.624 -1.165 0.74 0.88 -0.19
C -3.937 -1.319 -2.498 -0.66 -0.12 -0.92
N -2.494 -1.448 -2.686 0.65 -0.05 0.02
H -2.340 -0.181 1.156 -0.81 -0.26 0.18
H -1.590 1.262 1.346 -0.19 -0.48 -0.19
H -2.694 2.479 -0.070 -0.23 -0.32 -0.30
H -3.986 1.579 0.737 0.24 0.12 0.12
H -2.867 0.789 -1.930 1.02 -0.06 -0.58
H -4.413 1.437 -1.767 -0.32 0.52 0.38
H -5.330 -0.585 -0.963 0.61 -0.31 0.00
H -3.718 -1.278 -0.443 -0.37 0.61 0.26
H -4.475 -0.830 -3.330 0.74 0.42 0.08
H -4.435 -2.275 -2.505 -0.22 -0.79 0.33
H -2.077 -1.846 -3.544 -1.13 0.41 0.48
H -2.134 -2.019 -1.923 0.14 0.18 -0.04
S 5.427 -0.965 0.316 -0.32 0.12 -0.12
C 3.806 -0.922 0.341 3.04 -0.20 0.35
N 2.656 -0.958 0.444 -2.52 0.26 0.06
F 4.575 5.543 6.277 -0.18 -0.42 -0.07
C 3.366 4.981 6.556 1.30 0.36 1.52
F 3.637 4.031 7.552 -0.47 0.83 -1.33
F 2.671 5.948 7.156 -0.52 0.02 0.18
C 2.720 4.452 5.350 -0.22 -1.31 -0.36
C 1.379 4.528 5.115 -0.66 -0.42 -1.41
C 0.793 3.921 3.988 -1.09 -0.11 1.01
C 1.520 3.094 3.164 0.10 0.73 -0.68
C 2.857 2.924 3.517 1.23 -1.23 -1.84
C 3.445 3.593 4.530 1.27 0.55 1.76
C 0.972 2.552 1.945 0.34 -0.58 0.76
C 0.607 1.874 0.997 0.14 0.13 -0.05
H 0.742 5.024 5.770 -0.92 1.01 1.08
H -0.302 3.931 3.838 0.74 0.45 0.13
H 3.505 2.272 2.913 -0.51 0.18 0.19
H 4.482 3.444 4.864 -0.31 -0.19 -0.78


Record 4
47
Properties=species:S:1:pos:R:3:forces:R:3 method="wB97M-V/def2-TZVPD" e_homo_ev="-10.9 / -10.9" homo_lumo_gap_ha="0.2236 / 0.2086" charge=+1 total_energy_ha=-12446.87937 de_lowest_kcal_mol=9.0 spin_multiplicity=2 largest_force_ev_per_a=0.1
Re -0.837 -0.750 -1.555 -0.07 0.01 0.13
C -2.748 1.033 -3.414 0.01 -0.01 0.00
O -1.690 1.002 -2.434 0.00 0.03 0.01
C -0.767 2.059 -2.434 -0.01 -0.02 0.00
C -0.805 3.136 -3.293 0.00 0.01 0.00
C 0.168 4.119 -3.143 0.00 0.00 0.01
C 1.132 4.027 -2.148 -0.01 -0.01 0.00
C 1.149 2.945 -1.281 0.01 0.01 0.00
C 0.202 1.950 -1.443 0.00 -0.01 0.00
N 0.074 0.788 -0.643 0.01 0.01 -0.01
N 0.447 0.892 0.582 0.01 0.01 0.01
C -0.065 0.076 1.503 0.00 0.00 0.00
C -1.361 -0.510 1.319 0.02 0.00 0.02
O -1.924 -0.580 0.153 0.01 -0.01 -0.06
C -2.087 -0.946 2.459 -0.01 0.00 -0.01
C -1.502 -0.936 3.681 0.01 0.00 0.01
C -0.171 -0.451 3.898 -0.01 0.00 -0.01
C 0.415 -0.480 5.172 -0.01 0.00 0.00
C 1.689 0.000 5.359 0.01 0.00 0.00
C 2.407 0.515 4.274 0.00 0.00 0.00
C 1.852 0.546 3.014 0.00 0.00 0.00
C 0.552 0.073 2.814 -0.01 0.00 -0.01
H -3.304 1.962 -3.307 0.00 0.00 0.00
H -2.319 0.938 -4.411 0.00 0.00 0.00
H -3.389 0.187 -3.192 0.00 0.00 0.00
H -1.554 3.225 -4.066 0.00 0.00 0.00
H 0.166 4.965 -3.815 0.00 0.00 0.00
H 1.877 4.804 -2.048 0.00 0.00 0.00
H 1.881 2.858 -0.490 0.00 0.00 0.00
H -3.087 -1.326 2.302 0.00 0.00 0.00
H -2.049 -1.317 4.535 0.00 0.00 0.00
H -0.148 -0.887 6.003 0.00 0.00 0.00
H 2.141 -0.025 6.341 0.00 0.00 0.00
H 3.413 0.884 4.425 0.00 0.00 0.00
H 2.419 0.919 2.171 0.00 0.00 0.00
Cl -0.492 -4.680 -2.434 0.01 -0.01 -0.02
C -1.469 -3.932 -1.191 -0.01 0.04 0.00
Cl -2.628 -5.022 -0.512 0.00 -0.01 0.01
Cl -2.431 -2.553 -1.989 0.01 -0.03 0.00
C -0.510 -3.319 -0.114 -0.06 0.00 0.00
O -0.284 -3.957 0.869 0.00 0.01 0.01
O 0.029 -2.170 -0.424 0.04 0.01 -0.02
Se 2.967 -4.096 -0.628 0.01 0.00 0.03
Sb 3.669 -2.217 -1.790 0.09 -0.08 0.00
Se 3.455 0.111 -1.614 -0.01 0.04 0.02
Se 5.001 -2.778 -3.791 -0.01 0.01 -0.01
Se 0.516 -1.082 -3.269 -0.01 0.01 -0.09